1.
Computed, not measured: a single CH2N4O2 molecule in a non-equilibrium geometry, with ωB97M-V/def2-TZVPD.

```
9
Properties=species:S:1:pos:R:3:forces:R:3
O 0.1815 1.9952 -0.0161 -0.19 -1.62 -0.39
C -0.1423 0.8034 -0.0530 1.51 3.27 1.38
N -1.3707 0.2819 0.0571 -0.09 0.77 -0.62
N -1.3367 -1.0248 -0.0341 -2.77 -2.49 0.67
N -0.1736 -1.4709 -0.0441 0.71 1.59 -0.33
N 0.5928 -0.3276 0.0249 0.39 -0.84 -0.82
O 1.9249 -0.3830 -0.0934 1.50 -2.11 4.64
H -2.1549 0.8738 0.2427 -0.73 -0.40 -0.24
H 2.1755 -0.8010 0.9243 -0.33 1.82 -4.29
```
Positions in Å, forces in eV/Å.

Summary:
HOMO-LUMO gap: 10.1 eV

---

2.
Computed, not measured: a single CH2N4O2 molecule in a non-equilibrium geometry, with ωB97M-V/def2-TZVPD.

```
9
Properties=species:S:1:pos:R:3:forces:R:3
O 0.6875 -1.5328 0.3131 -0.52 -1.59 2.00
N 0.4989 -0.2549 0.2533 3.24 -3.01 -0.86
O 1.6421 0.4393 0.5502 -1.39 4.04 0.47
N -0.5899 0.3008 0.8684 -1.79 1.97 1.45
C -1.4397 0.5368 -0.0618 1.32 -1.31 0.21
N -1.0035 -0.0393 -1.2726 -1.35 0.10 -1.68
N 0.1391 -0.4359 -1.1833 0.39 1.75 -1.81
H 2.4914 0.0196 0.5798 0.06 -2.08 -0.39
H -2.4260 0.9663 -0.0470 0.03 0.12 0.61
```
Positions in Å, forces in eV/Å.

Summary:
HOMO-LUMO gap (alpha / beta): 9.0 / 9.0 eV

---

3.
Computed, not measured: 3 unconnected molecules or ions with the total composition CH2N4O2 in a non-equilibrium geometry, with ωB97M-V/def2-TZVPD.

```
9
Properties=species:S:1:pos:R:3:forces:R:3
C 3.8200 -0.1968 -0.5113 0.01 -0.57 -0.35
N -2.3124 0.1094 -1.4436 0.13 2.93 -3.45
N -1.6412 0.1956 1.9459 -2.24 -3.34 3.48
N -2.2296 -0.4549 -0.4650 -0.24 -2.87 2.44
N -1.3157 0.7255 1.0091 1.95 3.05 -3.25
O 4.0298 0.4698 -1.4134 0.37 1.56 -1.40
O 3.6175 -0.9469 0.3259 -0.38 -0.99 1.75
H -2.6145 -0.3269 -2.3504 -0.18 -0.49 0.30
H -1.3539 0.4253 2.9028 0.59 0.72 0.48
```
Positions in Å, forces in eV/Å.

Summary:
HOMO-LUMO gap (alpha / beta): 7.9 / 7.9 eV